(1)
21
Properties=species:S:1:pos:R:3 method="wB97M-V/def2-TZVPD" e_homo_ev=-8.352 orbital_gap_ev=9.462 smiles="C/N=C(/CN1CC1)NN"
C -0.69 2.13 -2.05
C -0.46 0.18 -0.82
C 0.36 -1.02 -0.39
C 1.69 -0.26 1.56
C 2.00 -1.65 1.45
H -1.72 1.83 -2.37
H -0.81 2.92 -1.29
H -0.41 2.71 -2.93
H 1.27 -0.90 -1.07
H -0.05 -1.99 -0.73
H 1.57 0.07 2.62
H 1.98 0.45 0.87
H 2.00 -2.46 2.21
H 2.71 -1.84 0.63
H -2.00 1.34 -0.31
H -1.37 -0.84 1.40
H -2.98 -0.55 1.03
N 0.02 0.94 -1.65
N 0.67 -1.19 1.03
N -1.75 0.35 -0.26
N -2.03 -0.20 1.07

=====

(2)
108
Properties=species:S:1:pos:R:3 method="wB97M-V/def2-TZVPD" charge=+1 spin_multiplicity=2 e_homo_ev="-8.596 / -9.957" orbital_gap_ev="3.681 / 5.042"
Bi -2.04 -1.24 -0.30
C -0.48 3.29 -4.05
C -1.86 3.66 -3.83
C -2.63 3.01 -2.86
C -1.99 1.93 -2.18
C -0.64 1.56 -2.38
C 0.08 2.21 -3.35
N -2.69 1.10 -1.32
N -3.94 1.38 -1.10
C -4.75 0.53 -0.47
C -6.10 0.93 -0.26
C -7.10 -0.01 -0.14
C -6.71 -1.40 -0.13
C -5.35 -1.66 -0.06
N -4.36 -0.75 -0.22
H 0.12 3.95 -4.68
H -2.27 4.42 -4.42
H -3.64 3.23 -2.73
H -0.10 0.87 -1.77
H 1.07 1.82 -3.63
H -6.30 1.99 -0.10
H -8.16 0.25 -0.14
H -7.36 -2.25 -0.19
H -5.00 -2.69 0.11
N -2.22 -2.04 -2.41
C -2.39 -2.80 -3.36
C -2.49 -4.35 -3.15
C -3.42 -4.85 -2.26
C -3.47 -6.22 -2.05
C -2.70 -7.08 -2.77
C -1.78 -6.59 -3.68
C -1.69 -5.23 -3.92
C -2.37 -2.35 -4.87
C -3.26 -2.83 -5.79
C -3.17 -2.57 -7.15
C -2.04 -1.91 -7.63
C -1.17 -1.26 -6.72
C -1.32 -1.53 -5.33
H -4.12 -4.13 -1.84
H -4.14 -6.62 -1.30
H -2.84 -8.16 -2.65
H -1.08 -7.26 -4.16
H -1.02 -4.84 -4.73
H -4.11 -3.35 -5.34
H -3.91 -3.00 -7.85
H -1.83 -1.93 -8.69
H -0.43 -0.60 -7.13
H -0.64 -1.03 -4.62
Se -3.06 -4.02 1.90
N -1.79 -4.82 2.80
C -0.60 -4.38 2.32
C 0.65 -4.91 2.76
C 1.77 -4.41 2.13
C 1.65 -3.36 1.18
N 0.48 -2.86 0.70
C -0.62 -3.50 1.15
N -1.90 -3.34 0.69
H 0.68 -5.59 3.60
H 2.74 -4.86 2.42
H 2.53 -2.80 0.82
C -1.65 0.35 4.41
C -0.88 0.89 3.20
O -1.23 0.50 2.07
N 0.08 1.74 3.44
Te 1.24 2.25 1.93
C 2.00 4.06 2.78
C 2.73 4.04 4.01
C 2.74 2.77 4.78
C 3.49 5.14 4.40
C 3.52 6.32 3.63
C 4.23 7.57 4.03
C 2.83 6.29 2.40
C 2.08 5.20 1.98
C 1.50 5.22 0.61
C 3.21 1.12 1.98
C 4.26 1.53 1.15
C 4.08 2.70 0.26
C 5.42 0.74 1.07
C 5.47 -0.47 1.72
C 6.72 -1.33 1.63
C 4.37 -0.90 2.49
C 3.19 -0.14 2.61
C 1.98 -0.73 3.24
H -2.72 0.40 4.20
H -1.31 0.83 5.34
H -1.44 -0.72 4.44
H 1.70 2.50 4.96
H 3.37 2.90 5.67
H 3.18 1.91 4.25
H 3.96 5.09 5.38
H 4.43 7.53 5.07
H 3.67 8.49 3.78
H 5.16 7.62 3.48
H 2.91 7.14 1.72
H 1.58 6.25 0.22
H 0.45 4.95 0.42
H 2.07 4.58 -0.14
H 3.92 3.62 0.82
H 3.27 2.60 -0.47
H 5.01 2.88 -0.32
H 6.25 1.15 0.49
H 7.56 -1.07 2.38
H 7.06 -1.21 0.60
H 6.52 -2.36 1.81
H 4.37 -1.88 3.01
H 2.25 -1.75 3.62
H 1.13 -0.91 2.52
H 1.56 -0.15 4.05

=====

Q: Which strongest force on any atom values were calculated for the entries above? A: 0.0786, 0.0791, in Eh/bohr.